# 1
Below is a structure of composition C34H29INO2Pd, with properties calculated with the ωB97M-V functional and the def2-TZVPD basis.

## Properties
Net charge: -1
ΔE to the lowest compared entry with this formula, charge and spin, eV: 0.000
Frontier orbital gap, eV: 6.78
M, g mol⁻¹: 716.935
Electronic energy, hartree: -1943.876247

Each line ends with the Mulliken charge.
Positions of all 68 atoms, in Å:
Pd: 0.068 0.365 0.476  0.119
O: -0.952 1.733 -0.740  -1.123
C: -2.288 1.553 -0.973  3.228
C: -2.804 0.134 -0.517  -2.060
C: -2.084 -0.947 -1.259  0.501
C: -2.642 -1.605 -2.347  -0.649
C: -1.860 -2.498 -3.058  -0.856
C: -0.545 -2.696 -2.679  -0.400
C: -0.043 -2.022 -1.569  0.360
C: 1.391 -2.142 -1.150  -1.884
C: 2.275 -0.876 -1.493  2.950
O: 1.907 0.220 -0.795  -0.856
C: 2.220 -0.594 -3.018  -0.069
C: 2.102 0.733 -3.420  -0.219
C: 2.069 1.073 -4.766  -0.789
C: 2.141 0.088 -5.743  -0.429
C: 2.238 -1.241 -5.356  -1.114
C: 2.277 -1.574 -4.008  -0.088
C: 3.738 -1.280 -1.129  -0.321
C: 4.402 -2.392 -1.644  0.160
C: 5.700 -2.700 -1.255  -1.073
C: 6.364 -1.896 -0.338  -0.399
C: 5.713 -0.785 0.180  -0.898
C: 4.414 -0.483 -0.212  -0.479
N: -0.832 -1.201 -0.863  0.158
C: -2.601 1.632 -2.480  -0.706
C: -1.556 1.504 -3.385  -0.224
C: -1.806 1.458 -4.752  -0.426
C: -3.108 1.549 -5.228  -0.424
C: -4.158 1.692 -4.328  -0.992
C: -3.903 1.732 -2.964  -0.234
C: -3.061 2.659 -0.227  -0.084
C: -2.936 3.969 -0.689  -0.351
C: -3.516 5.029 -0.011  -0.777
C: -4.239 4.802 1.156  -0.381
C: -4.367 3.507 1.629  -0.894
C: -3.783 2.446 0.942  -0.147
H: -3.883 0.057 -0.673  0.712
H: -2.583 0.027 0.548  0.639
H: -3.661 -1.387 -2.641  0.416
H: -2.265 -3.017 -3.918  0.402
H: 0.103 -3.355 -3.240  0.362
H: 1.816 -3.045 -1.591  0.788
H: 1.450 -2.238 -0.064  0.450
H: 2.016 1.475 -2.637  0.409
H: 1.974 2.114 -5.053  0.386
H: 2.108 0.351 -6.794  0.390
H: 2.277 -2.024 -6.105  0.393
H: 2.341 -2.621 -3.738  0.366
H: 3.915 -3.035 -2.365  0.153
H: 6.193 -3.571 -1.671  0.391
H: 7.376 -2.134 -0.034  0.365
H: 6.220 -0.147 0.896  0.386
H: 3.879 0.377 0.171  0.441
H: -0.553 1.429 -2.984  0.234
H: -0.977 1.343 -5.440  0.390
H: -3.305 1.513 -6.294  0.403
H: -5.176 1.775 -4.691  0.377
H: -4.726 1.850 -2.265  0.401
H: -2.360 4.151 -1.588  0.400
H: -3.401 6.038 -0.390  0.366
H: -4.693 5.629 1.689  0.379
H: -4.920 3.314 2.541  0.380
H: -3.892 1.447 1.342  0.329
I: 0.129 0.953 3.138  -0.140
C: 0.905 -0.653 1.877  -0.914
H: 0.410 -1.569 2.196  0.397
H: 1.984 -0.695 2.013  0.419


# 2
Below is a cluster of 3 separate species, C34H29INO4S in total, with properties calculated with the ωB97M-V functional and the def2-TZVPD basis.

## Properties
Net charge: -1
Frontier orbital gap, eV: 2.71
M, g mol⁻¹: 674.580
Electronic energy, hartree: -2364.645937

Each line ends with the Mulliken charge.
Positions of all 70 atoms, in Å:
C: 4.518 -2.448 0.625  -0.968
C: 3.256 -1.764 1.132  -0.456
S: 1.787 -2.755 0.770  -0.208
C: 0.444 -1.640 1.340  -0.457
N: -0.659 -1.781 0.501  -0.561
C: -1.687 -0.935 0.985  -0.522
C: -2.979 -1.411 0.364  -0.142
C: -3.622 -2.582 1.085  -1.339
I: -4.421 0.231 0.393  -0.100
H: 5.040 -2.976 1.414  0.208
H: 5.200 -1.688 0.254  0.242
H: 4.324 -3.127 -0.199  0.374
H: 3.337 -1.592 2.201  0.281
H: 3.143 -0.786 0.671  0.326
H: 0.248 -1.891 2.404  0.255
H: 0.899 -0.617 1.351  0.185
H: -1.781 -0.947 2.092  0.182
H: -1.524 0.138 0.720  0.309
H: -2.774 -1.696 -0.661  0.361
H: -3.062 -3.495 0.922  0.338
H: -3.714 -2.353 2.142  0.350
H: -4.634 -2.731 0.715  0.421
C: -5.516 0.029 -3.290  -0.053
C: -5.469 -0.452 -4.594  -0.683
C: -6.496 -0.174 -5.480  -0.517
C: -7.583 0.583 -5.063  0.162
C: -7.638 1.055 -3.746  0.103
C: -6.598 0.781 -2.866  -0.359
C: -8.808 1.838 -3.266  0.540
O: -8.864 2.263 -2.131  -0.665
C: -9.925 2.091 -4.223  0.175
C: -11.049 2.780 -3.785  -0.544
C: -12.090 3.034 -4.661  -0.460
C: -12.011 2.605 -5.982  -0.447
C: -10.896 1.915 -6.423  -0.573
C: -9.852 1.650 -5.544  0.184
C: -8.669 0.884 -6.031  0.621
O: -8.605 0.518 -7.189  -0.676
H: -4.710 -0.186 -2.600  0.120
H: -4.625 -1.047 -4.918  0.406
H: -6.461 -0.542 -6.496  0.460
H: -6.638 1.150 -1.850  0.406
H: -11.100 3.114 -2.758  0.473
H: -12.965 3.568 -4.316  0.393
H: -12.824 2.809 -6.667  0.393
H: -10.828 1.575 -7.447  0.466
C: 9.587 3.266 1.661  -0.453
C: 9.195 2.365 0.677  -0.491
C: 8.759 1.099 1.028  -0.531
C: 8.720 0.726 2.365  0.190
C: 9.127 1.626 3.352  0.209
C: 9.554 2.899 2.995  -0.600
C: 9.122 1.239 4.791  0.536
O: 9.471 2.024 5.650  -0.672
C: 8.680 -0.138 5.145  0.242
C: 8.702 -0.536 6.476  -0.599
C: 8.279 -1.807 6.823  -0.452
C: 7.827 -2.686 5.845  -0.508
C: 7.807 -2.298 4.516  -0.598
C: 8.240 -1.026 4.161  0.276
C: 8.231 -0.635 2.724  0.583
O: 7.841 -1.402 1.872  -0.631
H: 9.919 4.258 1.385  0.397
H: 9.226 2.653 -0.365  0.401
H: 8.444 0.395 0.270  0.493
H: 9.859 3.594 3.765  0.467
H: 9.048 0.154 7.233  0.467
H: 8.297 -2.115 7.861  0.392
H: 7.487 -3.676 6.120  0.410
H: 7.456 -2.974 3.750  0.471


# 3
Below is a structure of composition C34H29N8NaO3PS at a distorted geometry, with properties calculated with the ωB97M-V functional and the def2-TZVPD basis.

## Properties
Net charge: -1
ΔE to the lowest compared entry with this formula, charge and spin, eV: 0.366
Frontier orbital gap, eV: 6.91
M, g mol⁻¹: 683.690
Electronic energy, hartree: -2878.936555

Each line ends with the Mulliken charge.
Positions of all 77 atoms, in Å:
Na: 0.406 0.884 -0.941  1.308
O: 4.404 0.874 -0.373  -0.822
C: 3.530 0.003 -0.453  -0.448
O: 2.304 0.153 -0.786  -0.814
C: 3.877 -1.430 -0.093  0.212
C: 5.211 -1.831 -0.108  -0.464
C: 5.548 -3.149 0.147  -0.579
C: 4.547 -4.071 0.438  -0.667
C: 3.221 -3.672 0.481  -0.288
C: 2.862 -2.347 0.223  0.273
P: 1.082 -1.799 0.215  1.439
C: 0.492 -3.006 1.539  0.270
C: -0.539 -3.945 1.542  -0.054
C: -0.953 -4.572 2.719  -0.766
C: -0.347 -4.279 3.928  -0.524
C: 0.687 -3.346 3.954  -0.725
C: 1.084 -2.719 2.785  -0.546
C: 0.628 -2.563 -1.410  1.074
C: 1.517 -2.456 -2.489  -0.483
C: 1.178 -2.928 -3.749  -0.784
C: -0.057 -3.523 -3.971  -0.616
C: -0.958 -3.619 -2.923  -0.982
C: -0.623 -3.133 -1.662  -0.103
H: 5.964 -1.084 -0.331  0.473
H: 6.584 -3.464 0.108  0.367
H: 4.806 -5.107 0.631  0.416
H: 2.456 -4.400 0.720  0.438
H: -1.031 -4.232 0.625  0.337
H: -1.757 -5.299 2.680  0.409
H: -0.678 -4.761 4.841  0.369
H: 1.177 -3.101 4.889  0.402
H: 1.877 -1.977 2.828  0.386
H: 2.483 -1.990 -2.339  0.213
H: 1.885 -2.823 -4.565  0.427
H: -0.321 -3.890 -4.956  0.364
H: -1.939 -4.054 -3.084  0.395
H: -1.370 -3.170 -0.884  0.060
O: -0.137 1.268 1.227  -0.269
C: -0.998 0.409 1.931  -1.028
C: -2.005 -0.276 1.020  0.784
C: -3.109 -0.949 1.535  -1.026
C: -4.023 -1.502 0.653  -0.424
C: -3.822 -1.357 -0.713  -0.997
C: -2.684 -0.692 -1.141  -0.934
N: -1.783 -0.180 -0.292  1.273
H: -0.687 2.007 0.870  0.441
H: -1.546 0.947 2.713  0.441
H: -0.392 -0.352 2.425  0.202
H: -3.246 -1.022 2.608  0.467
H: -4.894 -2.027 1.030  0.442
H: -4.531 -1.747 -1.433  0.463
H: -2.480 -0.541 -2.199  0.493
N: 2.689 3.226 -0.013  -0.042
C: 1.750 4.171 -0.053  0.323
N: 2.159 5.452 -0.060  -0.750
C: 1.178 6.339 -0.102  0.349
N: 1.534 7.661 -0.107  -0.413
N: -0.133 6.076 -0.111  -0.678
C: -0.418 4.773 -0.081  0.196
N: 0.450 3.780 -0.069  0.049
C: -1.880 4.433 -0.023  0.604
C: -2.831 5.357 -0.428  -0.734
C: -4.170 5.022 -0.331  -0.327
C: -4.515 3.776 0.161  -0.975
C: -3.498 2.912 0.534  0.003
N: -2.206 3.228 0.452  -0.126
H: 3.659 3.470 -0.075  0.245
H: 2.464 2.246 -0.097  0.066
H: 2.490 7.855 -0.343  0.260
H: 0.828 8.310 -0.398  0.251
H: -2.504 6.313 -0.809  0.430
H: -4.936 5.715 -0.655  0.407
H: -5.549 3.463 0.226  0.386
H: -3.728 1.918 0.910  0.354
S: -3.287 2.374 -3.487  -0.505
C: -1.760 2.109 -2.924  0.224
N: -0.686 1.860 -2.526  -0.894